Computed, not measured: C52H49F6N3O5P2RuS2SeSi as an isolated structure, with ωB97M-V/def2-TZVPD.

Each line ends with the Löwdin charge.
Geometry (Å):
1 Ru -0.22 0.35 -0.21  0.616
2 C -3.61 6.85 0.61  -0.022
3 C -3.24 5.51 1.26  -0.423
4 C -3.78 5.46 2.70  -0.003
5 C -1.72 5.34 1.33  -0.085
6 C -0.88 6.35 1.77  -0.002
7 C 0.48 6.14 1.95  -0.049
8 C 1.02 4.88 1.73  -0.057
9 C 0.21 3.85 1.28  -0.270
10 P 0.83 2.13 1.10  1.066
11 C 2.57 2.51 0.70  -0.360
12 C 3.65 2.31 1.54  -0.100
13 C 4.94 2.63 1.12  -0.068
14 C 5.14 3.16 -0.15  -0.055
15 C 4.06 3.40 -0.98  -0.065
16 C 2.78 3.06 -0.57  -0.121
17 C 0.79 1.59 2.84  -0.333
18 C 0.00 2.24 3.78  -0.056
19 C 0.00 1.82 5.11  -0.054
20 C 0.77 0.74 5.50  -0.058
21 C 1.53 0.05 4.55  -0.067
22 C 1.52 0.47 3.23  -0.158
23 C -1.13 4.11 1.06  -0.221
24 O -1.82 3.05 0.57  -0.025
25 C -3.12 3.19 0.22  -0.203
26 C -3.64 2.09 -0.44  -0.250
27 C -4.98 2.13 -0.83  -0.056
28 C -5.74 3.25 -0.57  -0.045
29 C -5.18 4.34 0.07  -0.005
30 C -3.85 4.34 0.48  -0.085
31 P -2.59 0.64 -0.89  1.098
32 C -2.58 0.78 -2.71  -0.367
33 C -2.74 2.00 -3.35  -0.096
34 C -2.73 2.07 -4.73  -0.069
35 C -2.57 0.91 -5.48  -0.066
36 C -2.41 -0.31 -4.85  -0.064
37 C -2.39 -0.38 -3.46  -0.131
38 C -3.82 -0.64 -0.51  -0.380
39 C -3.95 -0.97 0.83  -0.120
40 C -4.89 -1.90 1.23  -0.053
41 C -5.71 -2.51 0.29  -0.051
42 C -5.61 -2.15 -1.05  -0.058
43 C -4.67 -1.21 -1.45  -0.101
44 H -3.22 7.68 1.19  0.080
45 H -4.69 6.97 0.56  0.080
46 H -3.21 6.91 -0.40  0.103
47 H -3.34 6.26 3.30  0.092
48 H -3.55 4.50 3.17  0.096
49 H -4.87 5.59 2.70  0.093
50 H -1.29 7.33 1.98  0.118
51 H 1.11 6.95 2.30  0.112
52 H 2.07 4.70 1.91  0.113
53 H 3.50 1.94 2.55  0.099
54 H 5.78 2.48 1.79  0.100
55 H 6.14 3.41 -0.48  0.113
56 H 4.21 3.83 -1.96  0.117
57 H 1.93 3.25 -1.21  0.093
58 H -0.61 3.09 3.49  0.105
59 H -0.62 2.33 5.83  0.112
60 H 0.77 0.41 6.53  0.114
61 H 2.11 -0.82 4.85  0.114
62 H 2.04 -0.09 2.47  0.015
63 H -5.42 1.27 -1.33  0.111
64 H -6.78 3.28 -0.88  0.113
65 H -5.80 5.21 0.27  0.117
66 H -2.87 2.91 -2.77  0.113
67 H -2.85 3.02 -5.23  0.111
68 H -2.58 0.96 -6.57  0.110
69 H -2.29 -1.22 -5.43  0.117
70 H -2.25 -1.33 -2.96  0.096
71 H -3.33 -0.50 1.57  0.091
72 H -4.97 -2.16 2.28  0.114
73 H -6.44 -3.25 0.60  0.111
74 H -6.26 -2.61 -1.78  0.112
75 H -4.61 -0.94 -2.50  0.105
76 F 0.79 -4.59 0.17  0.121
77 C -0.30 -4.62 -0.60  -0.687
78 F 0.07 -4.63 -1.88  0.146
79 F -1.00 -5.70 -0.32  0.171
80 S -1.31 -3.11 -0.31  0.606
81 O -0.40 -2.02 -0.66  -0.532
82 O -2.45 -3.29 -1.16  -0.236
83 N -1.63 -3.22 1.21  -0.259
84 S -1.23 -2.20 2.33  0.603
85 O -2.30 -1.91 3.23  -0.253
86 O -0.45 -1.07 1.83  -0.431
87 C -0.10 -3.20 3.41  -0.673
88 F 1.15 -3.21 2.97  0.120
89 F -0.55 -4.45 3.45  0.154
90 F -0.12 -2.68 4.64  0.145
91 C 4.89 -2.90 -1.01  -0.010
92 N 4.98 -1.96 0.09  -0.052
93 C 3.95 -1.32 0.68  -0.592
94 Se 2.15 -1.54 0.24  0.896
95 N 4.48 -0.55 1.65  0.139
96 C 5.86 -0.68 1.70  -0.169
97 C 6.83 -0.10 2.50  -0.012
98 C 8.14 -0.47 2.25  -0.066
99 C 8.47 -1.38 1.25  -0.064
100 C 7.49 -1.96 0.45  0.008
101 C 6.18 -1.59 0.70  -0.147
102 H 3.85 -2.98 -1.32  0.049
103 H 5.24 -3.88 -0.69  0.107
104 H 5.50 -2.56 -1.85  0.104
105 H 3.92 0.00 2.27  0.104
106 H 6.57 0.61 3.28  0.118
107 H 8.93 -0.03 2.85  0.112
108 H 9.51 -1.64 1.08  0.112
109 H 7.75 -2.67 -0.33  0.119
110 C 3.05 0.30 -2.21  -0.248
111 Si 1.18 0.15 -2.26  0.458
112 C 0.86 -1.21 -3.48  -0.183
113 C 0.49 1.79 -2.93  -0.204
114 H 3.38 0.96 -3.02  0.048
115 H 3.48 -0.69 -2.34  0.010
116 H 3.42 0.71 -1.27  -0.009
117 H 1.19 -0.86 -4.47  0.056
118 H -0.18 -1.51 -3.55  0.003
119 H 1.44 -2.10 -3.21  0.035
120 H 1.34 2.45 -3.17  0.031
121 H -0.17 2.31 -2.24  0.002
122 H -0.07 1.59 -3.85  0.030

Properties
**Spin multiplicity**: 2
**Net charge**: +1
**Orbital gap (spin up / spin down)**: 6.74 / 7.07 eV
**⟨S²⟩**: 0.76

***

Computed, not measured: C52H49FN5O2SSe2TeV as an isolated structure, with ωB97M-V/def2-TZVPD.

Each line ends with the Löwdin charge.
Geometry (Å):
1 V 0.40 -0.95 0.03  0.729
2 N 2.78 -4.08 -2.08  0.043
3 C 2.12 -2.98 -1.54  -0.897
4 S 0.75 -3.31 -0.53  0.653
5 N 2.54 -1.81 -1.88  0.019
6 N 1.81 -0.78 -1.31  -0.149
7 C 2.17 0.48 -1.72  -0.228
8 C 3.34 0.74 -2.59  -0.176
9 C 4.63 0.47 -2.14  -0.028
10 C 5.73 0.72 -2.95  -0.091
11 C 5.55 1.25 -4.23  -0.111
12 C 4.27 1.51 -4.68  -0.096
13 C 3.17 1.25 -3.87  -0.041
14 C 1.30 1.46 -1.28  -0.259
15 C 1.32 2.84 -1.66  -0.055
16 C 0.26 3.63 -1.37  -0.107
17 C -0.86 3.09 -0.67  -0.113
18 C -0.80 1.80 -0.25  -0.182
19 N 0.26 0.98 -0.49  -0.025
20 H 2.71 -4.91 -1.52  0.060
21 H 3.71 -3.86 -2.39  0.081
22 H 4.77 0.07 -1.15  0.103
23 H 6.73 0.51 -2.59  0.096
24 H 6.40 1.44 -4.86  0.091
25 H 4.11 1.91 -5.68  0.094
26 H 2.17 1.45 -4.23  0.114
27 H 2.18 3.22 -2.19  0.110
28 H 0.26 4.68 -1.66  0.095
29 H -1.73 3.69 -0.45  0.092
30 H -1.59 1.35 0.33  0.095
31 C -2.81 2.01 3.19  -0.400
32 Se -0.89 1.95 3.38  0.938
33 C -0.62 3.83 2.95  -0.577
34 C 0.84 4.26 3.02  -0.572
35 Se 2.05 3.23 1.88  0.920
36 C 2.77 2.07 3.25  -0.420
37 H -3.07 2.40 2.20  0.017
38 H -3.27 2.64 3.96  0.017
39 H -3.17 0.99 3.29  -0.001
40 H -1.22 4.42 3.65  0.060
41 H -1.01 4.00 1.94  0.039
42 H 1.22 4.21 4.04  0.058
43 H 0.92 5.30 2.69  0.048
44 H 3.31 2.65 4.00  0.020
45 H 3.46 1.38 2.75  0.008
46 H 1.99 1.48 3.72  -0.015
47 C -6.60 -2.85 1.13  -0.059
48 C -5.16 -2.41 1.11  -0.274
49 C -4.35 -2.51 2.23  0.004
50 C -3.04 -2.05 2.21  -0.091
51 C -2.25 -2.03 3.48  -0.288
52 O -1.84 -0.99 3.96  0.043
53 C -1.97 -3.33 4.16  -0.136
54 C -1.55 -3.31 5.49  -0.015
55 C -1.25 -4.50 6.14  -0.080
56 C -1.34 -5.71 5.45  -0.091
57 C -1.75 -5.73 4.13  -0.075
58 C -2.07 -4.54 3.48  -0.011
59 C -2.45 -1.54 1.03  -0.274
60 O -1.21 -1.19 1.06  -0.183
61 C -3.27 -1.45 -0.13  -0.050
62 C -4.60 -1.86 -0.04  0.009
63 C -2.76 -0.90 -1.41  -0.193
64 N -1.51 -0.87 -1.69  0.093
65 C -1.05 -0.25 -2.94  -0.282
66 C -1.31 -1.04 -4.22  -0.464
67 Te -0.44 -3.00 -4.27  1.285
68 C -2.25 -3.91 -3.67  -0.560
69 C -2.46 -4.20 -2.32  -0.145
70 C -3.68 -4.73 -1.90  -0.087
71 C -4.68 -4.99 -2.82  -0.102
72 C -4.47 -4.72 -4.17  -0.112
73 C -3.26 -4.18 -4.59  -0.164
74 C -3.79 -0.33 -2.34  -0.180
75 C -4.00 1.05 -2.37  -0.020
76 C -4.94 1.60 -3.23  -0.076
77 C -5.68 0.78 -4.07  -0.095
78 C -5.49 -0.59 -4.04  -0.070
79 C -4.55 -1.15 -3.18  -0.052
80 H -6.82 -3.42 2.03  0.070
81 H -6.83 -3.48 0.27  0.070
82 H -7.28 -2.00 1.10  0.076
83 H -4.74 -2.93 3.14  0.127
84 H -1.46 -2.36 5.99  0.118
85 H -0.92 -4.49 7.17  0.100
86 H -1.10 -6.63 5.96  0.098
87 H -1.81 -6.67 3.59  0.101
88 H -2.37 -4.54 2.44  0.118
89 H -5.24 -1.76 -0.91  0.113
90 H 0.02 -0.10 -2.83  0.077
91 H -1.50 0.75 -3.05  0.115
92 H -0.92 -0.48 -5.07  0.043
93 H -2.37 -1.20 -4.39  0.028
94 H -1.69 -3.96 -1.60  0.036
95 H -3.84 -4.93 -0.85  0.104
96 H -5.63 -5.41 -2.49  0.097
97 H -5.25 -4.92 -4.89  0.097
98 H -3.10 -3.96 -5.64  0.088
99 H -3.41 1.69 -1.72  0.109
100 H -5.09 2.67 -3.25  0.100
101 H -6.41 1.21 -4.74  0.096
102 H -6.06 -1.24 -4.69  0.102
103 H -4.39 -2.22 -3.16  0.092
104 F 4.34 -1.89 4.77  0.019
105 C 3.51 -1.60 3.74  -0.300
106 C 2.16 -1.45 3.99  -0.027
107 C 1.32 -1.16 2.91  -0.120
108 C 1.79 -1.02 1.60  -0.200
109 C 3.17 -1.18 1.42  -0.118
110 C 4.04 -1.47 2.47  -0.036
111 H 1.78 -1.55 4.99  0.112
112 H 0.26 -1.03 3.12  0.055
113 H 3.59 -1.09 0.42  0.068
114 H 5.10 -1.59 2.32  0.108

Properties
**Spin multiplicity**: 2
**Net charge**: -1
**Orbital gap (spin up / spin down)**: 5.41 / 5.52 eV
**⟨S²⟩**: 0.82

***

Computed, not measured: C52H51AsCoN5O4S as an isolated structure, with ωB97M-V/def2-TZVPD.

Each line ends with the Löwdin charge.
Geometry (Å):
1 Co -0.52 -0.50 0.69  0.770
2 C -0.77 -0.64 -2.42  -0.089
3 N -1.06 0.36 -1.40  -0.078
4 C -2.46 0.77 -1.37  -0.093
5 C -2.79 1.21 0.02  -0.276
6 N -2.14 0.75 1.07  0.109
7 C -2.77 1.30 2.17  -0.188
8 C -2.56 1.12 3.53  -0.006
9 C -3.41 1.77 4.40  -0.066
10 C -4.43 2.61 3.94  -0.067
11 C -4.65 2.80 2.60  -0.002
12 C -3.82 2.12 1.72  -0.171
13 N -3.79 2.04 0.34  0.191
14 C 0.70 -0.89 -2.49  -0.140
15 N 1.60 -0.60 -1.55  -0.077
16 C 2.86 -0.70 -2.13  -0.126
17 C 4.11 -0.33 -1.65  -0.039
18 C 5.18 -0.49 -2.51  -0.060
19 C 5.01 -1.00 -3.80  -0.048
20 C 3.76 -1.30 -4.30  0.020
21 C 2.68 -1.14 -3.45  -0.159
22 N 1.33 -1.25 -3.63  0.210
23 H -1.09 -0.33 -3.42  0.150
24 H -1.31 -1.56 -2.15  0.110
25 H -0.46 1.18 -1.54  0.146
26 H -3.07 -0.11 -1.60  0.144
27 H -2.69 1.56 -2.09  0.142
28 H -1.78 0.46 3.87  0.093
29 H -3.29 1.64 5.47  0.109
30 H -5.06 3.10 4.66  0.113
31 H -5.45 3.43 2.25  0.117
32 H -4.43 2.48 -0.30  0.180
33 H 4.22 0.13 -0.68  0.073
34 H 6.17 -0.20 -2.19  0.112
35 H 5.88 -1.10 -4.44  0.118
36 H 3.62 -1.61 -5.32  0.123
37 H 0.87 -1.58 -4.47  0.184
38 O 1.42 -0.29 -0.29  -0.181
39 As 3.85 -1.64 1.31  1.540
40 C 5.22 -2.88 0.61  -0.349
41 C 6.35 -3.17 1.37  -0.105
42 C 7.34 -3.99 0.86  -0.051
43 C 7.22 -4.51 -0.42  -0.050
44 C 6.10 -4.24 -1.18  -0.055
45 C 5.10 -3.42 -0.67  -0.120
46 C 3.12 -2.59 2.85  -0.384
47 C 3.89 -3.03 3.91  -0.093
48 C 3.34 -3.89 4.85  -0.055
49 C 2.02 -4.29 4.74  -0.042
50 C 1.23 -3.81 3.71  -0.042
51 C 1.78 -2.96 2.77  -0.164
52 C 5.05 -0.19 1.84  -0.352
53 C 4.72 0.75 2.81  -0.114
54 C 5.44 1.93 2.93  -0.050
55 C 6.50 2.19 2.08  -0.035
56 C 6.87 1.24 1.14  -0.044
57 C 6.14 0.07 1.01  -0.119
58 H 6.47 -2.74 2.36  0.101
59 H 8.21 -4.20 1.46  0.118
60 H 8.01 -5.13 -0.82  0.117
61 H 6.01 -4.64 -2.17  0.114
62 H 4.23 -3.20 -1.26  0.089
63 H 4.92 -2.72 4.02  0.102
64 H 3.95 -4.25 5.66  0.117
65 H 1.60 -4.98 5.46  0.119
66 H 0.19 -4.11 3.61  0.115
67 H 1.17 -2.59 1.96  0.071
68 H 3.90 0.56 3.50  0.061
69 H 5.15 2.66 3.67  0.119
70 H 7.03 3.13 2.14  0.120
71 H 7.71 1.42 0.49  0.118
72 H 6.43 -0.67 0.27  0.098
73 C 1.31 6.20 2.22  -0.033
74 C 1.34 4.74 2.50  -0.255
75 C 0.87 4.23 3.71  -0.011
76 C 0.92 2.87 3.98  -0.054
77 C 1.42 2.00 3.03  -0.354
78 C 1.88 2.49 1.81  -0.096
79 C 1.84 3.85 1.56  -0.021
80 S 1.51 0.18 3.12  0.960
81 C 1.28 -0.17 4.91  -0.154
82 O 0.17 -0.23 2.55  -0.565
83 H 0.97 6.77 3.07  0.084
84 H 0.65 6.41 1.37  0.092
85 H 2.31 6.54 1.94  0.092
86 H 0.48 4.89 4.47  0.124
87 H 0.55 2.52 4.93  0.102
88 H 2.25 1.80 1.07  0.091
89 H 2.22 4.24 0.62  0.123
90 H 0.49 -0.92 4.97  0.069
91 H 1.00 0.71 5.47  0.043
92 H 2.21 -0.58 5.28  0.057
93 C 0.56 -5.29 -5.05  -0.046
94 C 0.17 -4.91 -3.66  -0.278
95 C -1.14 -4.51 -3.37  -0.007
96 C -1.52 -4.11 -2.10  -0.232
97 C -2.94 -3.75 -1.81  -0.024
98 C -0.56 -4.11 -1.09  -0.062
99 C 0.74 -4.56 -1.32  -0.200
100 C 1.74 -4.66 -0.22  -0.021
101 C 1.08 -4.95 -2.61  -0.010
102 C -0.90 -3.51 0.28  -0.587
103 O -0.99 -4.16 1.29  0.102
104 O -1.03 -2.23 0.16  -0.126
105 H 0.27 -4.51 -5.75  0.076
106 H 0.05 -6.20 -5.35  0.091
107 H 1.63 -5.46 -5.12  0.076
108 H -1.87 -4.53 -4.16  0.122
109 H -3.49 -3.53 -2.72  0.084
110 H -3.01 -2.91 -1.12  0.067
111 H -3.43 -4.60 -1.33  0.104
112 H 2.16 -3.66 0.01  0.047
113 H 2.56 -5.32 -0.50  0.087
114 H 1.27 -5.04 0.69  0.087
115 H 2.08 -5.32 -2.80  0.115

Properties
**Spin multiplicity**: 5
**Net charge**: +2
**Orbital gap (spin up / spin down)**: 8.00 / 4.31 eV
**⟨S²⟩**: 6.01

***

no.,E_tot (eV)
1,-201782.2866
2,-243493.7807
3,-179680.2860